a.
The following is a DFT calculation (ωB97M-V/def2-TZVPD) of a cluster of 2 separate species, C9H16NOS in total.

Geometry (Å):
C  3.43  -0.16  -0.15
C  3.36  0.77  0.84
C  2.15  -0.75  -0.53
C  1.19  -0.27  0.38
C  1.85  -1.50  -1.79
C  -1.16  -0.91  2.04
C  -2.94  0.77  1.37
C  -1.27  1.16  -2.35
C  -1.09  0.13  -0.15
N  -1.51  0.35  1.23
O  -1.35  1.26  -0.92
S  1.77  0.84  1.52
H  4.46  -0.37  -0.72
H  4.26  1.14  1.38
H  2.23  -0.85  -2.59
H  2.53  -2.34  -1.83
H  0.83  -1.81  -1.90
H  -1.33  -1.83  1.38
H  -0.11  -0.80  2.33
H  -1.71  -0.86  3.04
H  -3.09  1.15  2.40
H  -3.14  1.52  0.60
H  -3.54  -0.14  1.20
H  -1.72  2.05  -2.64
H  -1.66  0.14  -2.77
H  -0.23  1.14  -2.55
H  -1.36  -0.79  -0.44
H  -0.84  0.96  1.63

Summary:
* HOMO energy (spin up / spin down): -11.94 / -11.94 eV
* net charge: +1
* LUMO energy (spin up / spin down): -3.9 / -3.9 eV

b.
The following is a DFT calculation (ωB97M-V/def2-TZVPD) of the ion C9H16NOS with charge +1.

Geometry (Å):
C  1.37  -1.78  0.53
C  1.59  -0.41  0.37
C  -0.71  -0.45  0.06
C  3.62  -0.19  -1.09
C  -2.74  0.34  1.20
C  -2.92  -1.21  -0.76
C  0.36  1.73  0.13
C  3.03  0.28  0.31
C  -2.10  -0.06  -0.12
N  0.50  0.34  0.08
O  -1.98  1.00  -0.96
S  -0.30  -2.11  0.48
H  2.08  -2.46  0.92
H  2.90  0.23  -1.78
H  3.79  -1.27  -1.11
H  4.46  0.33  -1.27
H  -3.75  -0.07  1.32
H  -2.14  -0.08  2.01
H  -2.83  1.33  1.40
H  -3.16  -1.95  0.05
H  -2.30  -1.63  -1.54
H  -3.73  -0.76  -1.14
H  1.36  2.26  0.14
H  -0.33  2.04  -0.63
H  -0.13  1.99  1.03
H  3.10  1.36  0.62
H  3.81  -0.11  1.00
H  -2.86  1.31  -1.22

Summary:
* HOMO energy: -13.23 eV
* net charge: +1
* LUMO energy: -4.2 eV

Energies relative to the most stable structure are a 316.2; b 0.0, reported in kJ/mol.